The following is a quantum chemistry calculation of C16H24IO14V as an isolated structure, from OMol25.

Computed properties:
**LUMO energy**: -0.29 eV
**Molecular weight**: 618.20 g mol⁻¹
**HOMO level**: -0.2824 Ha
**Kohn-Sham gap**: 0.272 Ha
**Energy**: -79435.3741 eV

```
56
Properties=species:S:1:pos:R:3:forces:R:3
O -1.300 -1.763 1.443 -0.163 -0.352 0.486
V -1.662 -2.051 -0.053 -0.818 -1.302 -1.012
O -1.558 -3.628 -0.323 0.046 1.714 0.797
I -4.539 -1.683 -0.113 1.397 -0.062 0.095
C 0.772 4.456 1.031 -0.584 1.709 -1.860
C 0.138 3.695 -0.167 1.579 -0.527 2.325
C 1.189 2.966 -0.976 -1.115 0.180 -0.598
O 0.572 1.630 -1.166 1.116 0.854 -0.139
C -0.393 1.462 -0.243 -2.278 -2.041 -0.026
O -1.105 0.438 -0.145 2.583 3.915 -0.142
O -0.496 2.610 0.481 -1.738 -2.061 0.114
H -0.020 4.790 1.702 0.241 -0.634 0.435
H 1.135 5.411 0.651 0.236 0.216 -0.196
H 1.662 3.986 1.449 -0.612 -0.445 0.279
H -0.575 4.230 -0.793 -0.002 0.196 0.265
H 2.150 2.948 -0.460 -0.069 -0.584 -0.131
H 1.250 3.545 -1.897 0.440 -0.847 -0.463
C -2.580 -0.460 4.689 -0.054 0.780 -1.470
C -3.822 -0.859 3.931 -0.363 -0.353 0.117
C -4.318 -2.264 4.127 0.590 -0.414 -0.091
O -5.637 -2.064 4.599 -0.457 -2.407 0.131
C -5.942 -0.787 4.732 -2.737 0.158 0.929
O -7.020 -0.390 5.138 1.580 -0.431 -0.550
O -4.938 -0.060 4.368 1.408 1.961 -0.344
H -1.745 -0.929 4.168 0.213 -0.031 0.269
H -2.545 -0.613 5.768 -0.380 -0.276 -0.166
H -2.547 0.606 4.463 0.589 0.208 0.391
H -3.800 -0.779 2.844 0.782 0.888 0.051
H -3.694 -2.855 4.798 -0.361 0.091 0.560
H -4.245 -2.778 3.168 -0.768 -0.174 -0.020
C 1.530 0.804 -4.298 -0.730 0.806 0.183
C 0.322 -0.063 -4.640 1.416 -0.525 0.649
C 0.722 -1.549 -4.797 -0.456 2.220 0.287
O -0.441 -2.145 -4.201 0.540 -1.569 0.044
C -0.872 -1.341 -3.207 -1.861 -1.111 1.029
O -1.585 -1.708 -2.266 1.840 0.938 -2.131
O -0.535 -0.108 -3.477 0.247 1.082 0.333
H 1.951 0.561 -3.323 -0.004 -0.570 -0.117
H 1.171 1.822 -4.146 0.115 0.222 -0.330
H 2.307 0.802 -5.063 -0.141 -0.097 -0.073
H -0.265 0.276 -5.493 0.014 0.158 0.112
H 1.629 -1.739 -4.223 -0.176 -0.356 0.239
H 0.953 -1.686 -5.853 -0.776 -0.999 0.075
C 4.779 0.147 -0.821 -0.582 -0.671 0.766
C 4.132 -1.251 -0.577 1.285 1.866 -0.168
C 3.854 -1.570 0.906 0.039 -0.727 -0.097
O 2.452 -1.867 0.935 0.245 0.848 -0.648
C 1.926 -1.548 -0.259 -3.360 -1.589 0.383
O 0.721 -1.667 -0.463 2.362 0.610 -0.434
O 2.833 -1.239 -1.185 0.055 -0.195 0.306
H 4.286 0.867 -0.168 0.018 0.162 -0.013
H 4.669 0.491 -1.849 0.086 -0.285 -0.008
H 5.832 0.097 -0.540 0.025 0.097 -0.105
H 4.822 -1.954 -1.044 -0.657 -0.516 -0.133
H 4.072 -0.759 1.600 -0.032 0.100 -0.160
H 4.350 -2.480 1.242 0.188 0.172 -0.028
```
Forces are in eV/Å.